A:
Density functional theory data (wB97M-V/def2-TZVPD) for H7O4 as an isolated structure.

Positions of all 11 atoms, in Å:
1 O -0.36784 0.69213 0.52392
2 H -0.81806 -0.08633 0.82881
3 O 0.57536 1.62078 3.03754
4 H 1.01355 1.54431 2.18446
5 H -0.32884 1.48867 2.76020
6 O -0.48322 -2.41474 -1.86290
7 H -0.26877 -1.45932 -2.06280
8 H -1.09930 -2.28114 -1.14275
9 O 0.37333 0.10211 -1.71599
10 H 0.14976 0.41481 -0.59391
11 H 1.25402 0.37872 -1.95658

Its spin multiplicity is 1. The net charge is -1.

---

B:
Density functional theory data (wB97M-V/def2-TZVPD) for a 4-piece molecular cluster, H7O4 overall.

Positions of all 11 atoms, in Å:
1 O -0.80151 0.52549 0.01646
2 H -1.38535 1.27937 0.08169
3 O 0.59961 -1.79459 0.06620
4 H 0.32943 -0.90761 0.23189
5 H -0.24320 -1.95601 -0.41493
6 O 0.84316 0.58722 -2.77876
7 H 1.15553 1.19755 -2.06819
8 H 0.06042 0.04481 -2.30222
9 O -0.49278 0.65877 2.69199
10 H -0.50565 -0.28353 2.76740
11 H -0.59899 0.81036 1.73725

Its spin multiplicity is 1. The net charge is -1.

---

C:
Density functional theory data (wB97M-V/def2-TZVPD) for a 4-piece molecular cluster, H7O4 overall.

Positions of all 11 atoms, in Å:
1 O -1.44873 -0.12287 -1.43724
2 H -1.46225 -0.94327 -1.94739
3 O -1.46789 -1.15015 0.84977
4 H -1.72139 -0.48303 1.49456
5 H -1.40136 -0.49709 -0.33024
6 O 0.93043 -1.48864 -0.55466
7 H 0.46181 -0.87464 -1.15861
8 H 0.20825 -1.48335 0.11803
9 O 2.17758 2.73878 0.99513
10 H 1.41913 2.38443 1.48395
11 H 2.30444 1.91982 0.48671

Its spin multiplicity is 1. The net charge is -1.

---

D:
Density functional theory data (wB97M-V/def2-TZVPD) for a 4-piece molecular cluster, H7O4 overall.

Positions of all 11 atoms, in Å:
1 O 0.03263 0.50423 0.35180
2 H 0.48467 0.98902 -0.33137
3 O -1.35652 2.62566 0.98167
4 H -1.88214 2.69154 0.18749
5 H -0.67350 1.91304 0.74688
6 O 0.03806 -1.36025 -2.00640
7 H 0.49665 -1.90463 -1.34848
8 H -0.43590 -0.81148 -1.38308
9 O 1.28885 -1.77582 0.67120
10 H 0.82379 -0.88752 0.52441
11 H 1.24691 -1.82962 1.63062

Its spin multiplicity is 1. The net charge is -1.

---

Q: Which of them is the most stable? A: D.

---

A:
Density functional theory data (wB97M-V/def2-TZVPD) for C23H39Cl3N6O2SSbSiTc as an isolated structure.

Positions of all 77 atoms, in Å:
1 Tc -0.09152 0.21912 0.52609
2 N -0.47363 0.26368 2.68233
3 N -1.83690 0.55046 2.87874
4 C -2.71814 0.15778 1.87012
5 O -3.90572 0.12234 2.04495
6 O -2.08824 -0.13562 0.74600
7 H -0.18963 -0.60188 3.14281
8 H 0.13910 0.99297 3.06220
9 H -2.18204 0.58626 3.82589
10 C -0.20083 3.30406 1.21435
11 N -0.05077 2.23825 0.20689
12 C 0.00217 2.59084 -1.05110
13 C 0.02963 1.57415 -2.01424
14 C 0.05393 1.53400 -3.40381
15 C -0.01556 0.18302 -3.75599
16 C -0.07885 -0.54455 -2.57171
17 N -0.05254 0.28306 -1.50884
18 C -1.50502 4.05525 1.08112
19 C -2.68083 3.41603 0.70047
20 C -3.87268 4.12233 0.64040
21 C -3.89859 5.47334 0.95630
22 C -2.72753 6.11711 1.32763
23 C -1.53480 5.41095 1.38695
24 H 0.64928 3.98306 1.11976
25 H -0.10882 2.85514 2.20036
26 H -0.00505 3.64418 -1.31521
27 H 0.09972 2.38408 -4.06486
28 H -0.04187 -0.22706 -4.75242
29 H -0.13238 -1.61464 -2.45346
30 H -2.67761 2.36505 0.43713
31 H -4.78152 3.61243 0.34970
32 H -4.82849 6.02392 0.90838
33 H -2.73954 7.17208 1.56709
34 H -0.62098 5.91762 1.67554
35 N 3.40440 -1.85388 -3.39416
36 C 3.79573 -1.35604 -2.21684
37 N 4.73917 -1.98817 -1.53594
38 S 3.13786 0.14272 -1.71779
39 H 3.92177 -2.57548 -3.87003
40 H 2.69502 -1.35133 -3.90196
41 H 5.11191 -2.87545 -1.83128
42 H 5.02783 -1.60830 -0.64725
43 C 2.14095 -4.09510 0.00226
44 C 0.65876 -4.43155 -0.00962
45 C 0.34921 -5.65542 0.84551
46 Sb -0.55038 -2.68500 0.41895
47 C -2.13936 -3.15495 -0.98799
48 C -2.64571 -4.58592 -0.81753
49 C -3.28597 -2.15476 -1.04398
50 C -1.23056 -2.95150 2.45954
51 C -2.27172 -4.02936 2.73493
52 C -0.00558 -3.08642 3.36798
53 H 2.73205 -4.99050 -0.21162
54 H 2.46857 -3.70502 0.96810
55 H 2.36746 -3.34549 -0.75137
56 H 0.35651 -4.64243 -1.04033
57 H 0.71655 -5.54023 1.86442
58 H 0.86192 -6.52118 0.41822
59 H -0.71172 -5.89316 0.88995
60 H -1.59176 -3.10940 -1.93572
61 H -3.15672 -4.73004 0.13330
62 H -1.85663 -5.33216 -0.90195
63 H -3.37205 -4.79370 -1.60683
64 H -3.82173 -2.08827 -0.09625
65 H -3.99448 -2.48468 -1.80804
66 H -2.95184 -1.15136 -1.29754
67 H -1.71645 -1.99409 2.65646
68 H -1.87793 -5.03460 2.58942
69 H -3.15818 -3.90588 2.11506
70 H -2.59378 -3.95384 3.77680
71 H 0.49716 -4.04186 3.22650
72 H -0.30782 -3.03967 4.41753
73 H 0.75338 -2.31403 3.19952
74 Cl 2.40124 1.36849 2.84924
75 Si 2.49666 0.55174 0.66245
76 Cl 3.20556 2.44419 0.10432
77 Cl 3.89229 -0.84962 1.35830

Its expectation value of S² is 3.803. Its spin multiplicity is 4. The net charge is +1.

---

B:
Density functional theory data (wB97M-V/def2-TZVPD) for C23H39Cl3N6O2SSbSiTc as an isolated structure.

Positions of all 77 atoms, in Å:
1 Tc 1.21994 -0.33979 0.33123
2 N 1.40770 -0.54117 2.56091
3 N 2.54645 0.20484 2.92967
4 C 3.52492 0.41032 1.94161
5 O 4.61447 0.79319 2.22808
6 O 3.05834 0.18959 0.70460
7 H 0.61382 -0.19529 3.08598
8 H 1.53794 -1.52649 2.79332
9 H 2.90598 0.04118 3.85759
10 C 0.63474 2.64409 1.49488
11 N 0.63951 1.73570 0.30755
12 C 0.64631 2.22633 -0.89722
13 C 0.90682 1.34624 -1.97060
14 C 1.06401 1.50553 -3.33296
15 C 1.50660 0.26903 -3.83924
16 C 1.61004 -0.60565 -2.77288
17 N 1.22669 0.02605 -1.63008
18 C -0.24249 3.86184 1.35273
19 C -1.56524 3.83306 1.78741
20 C -2.38303 4.94633 1.64187
21 C -1.88016 6.10390 1.05893
22 C -0.55670 6.14965 0.63833
23 C 0.25924 5.03466 0.78941
24 H 1.66785 2.94364 1.68125
25 H 0.31653 2.06525 2.36053
26 H 0.48315 3.28762 -1.07057
27 H 0.89675 2.41874 -3.88807
28 H 1.74630 0.03982 -4.86727
29 H 1.95166 -1.62932 -2.75837
30 H -1.95291 2.93758 2.26303
31 H -3.40776 4.91543 1.99112
32 H -2.51431 6.97443 0.94668
33 H -0.15531 7.05880 0.20588
34 H 1.30225 5.08322 0.48697
35 N 5.44206 -2.43507 -3.27016
36 C 5.70276 -2.40362 -1.94385
37 N 6.42620 -3.44097 -1.47885
38 S 5.15868 -1.17201 -0.94503
39 H 5.77581 -3.16164 -3.87906
40 H 4.94662 -1.65531 -3.66005
41 H 6.79824 -4.16167 -2.07298
42 H 6.66639 -3.44077 -0.50542
43 C -3.47135 1.28465 0.32100
44 C -2.99184 0.19641 -0.63082
45 C -2.54632 0.77375 -1.97250
46 Sb -1.47805 -1.14757 0.11619
47 C -2.03254 -2.68230 -1.31618
48 C -2.93715 -3.74179 -0.69457
49 C -0.85775 -3.29190 -2.07018
50 C -2.13687 -1.54972 2.12649
51 C -1.93810 -0.26616 2.95973
52 C -3.56240 -2.08978 2.24931
53 H -4.32369 1.80721 -0.12693
54 H -2.69102 2.03076 0.49605
55 H -3.80257 0.89352 1.28197
56 H -3.79690 -0.52351 -0.79956
57 H -1.79604 1.54941 -1.82729
58 H -3.40115 1.23472 -2.47783
59 H -2.12674 0.02688 -2.65275
60 H -2.61197 -2.06591 -2.00419
61 H -2.42739 -4.29942 0.09596
62 H -3.22015 -4.46089 -1.47046
63 H -3.85789 -3.32062 -0.28899
64 H -0.21512 -3.89251 -1.42170
65 H -0.25016 -2.53554 -2.56395
66 H -1.24664 -3.95957 -2.84711
67 H -1.43058 -2.30969 2.45578
68 H -2.85429 0.32155 3.00213
69 H -1.16258 0.40553 2.56794
70 H -1.67611 -0.52103 3.99169
71 H -4.29114 -1.45213 1.73967
72 H -3.84416 -2.12054 3.30734
73 H -3.65772 -3.10085 1.85820
74 Cl 0.30478 -3.98667 0.98371
75 Si 1.89687 -2.75913 0.34958
76 Cl 2.63516 -3.75039 -1.28614
77 Cl 3.25263 -3.03396 1.89160

Its expectation value of S² is 3.783. Its spin multiplicity is 4. The net charge is +1.

---

Q: Which of them is the most stable? A: B.

---

A:
Density functional theory data (wB97M-V/def2-TZVPD) for a 2-piece molecular cluster, C3H11NO2S overall.

Positions of all 18 atoms, in Å:
1 C 0.48715 0.53614 -0.88728
2 C -0.48264 1.49388 -0.33878
3 S -0.83984 2.56190 -1.70973
4 N 0.49531 -0.62791 0.05098
5 C 1.34000 -1.78407 -0.10728
6 O 2.17105 -2.02560 1.02611
7 H 0.23362 0.28323 -1.85148
8 H 1.55878 0.75579 -0.84301
9 H 0.01311 1.97759 0.55556
10 H -1.38317 0.89101 -0.16531
11 H 0.00373 3.62039 -1.41139
12 H 0.54782 -0.19499 1.02944
13 H 0.89921 -2.73068 -0.25302
14 H 2.03772 -1.54808 -0.90503
15 H 1.60016 -2.46976 1.64908
16 H -1.62301 -1.93994 2.20540
17 H -2.93026 -2.37511 2.67734
18 O -2.05285 -2.26692 3.01279

Its spin multiplicity is 1.

---

B:
Density functional theory data (wB97M-V/def2-TZVPD) for a 2-piece molecular cluster, C3H11NO2S overall.

Positions of all 18 atoms, in Å:
1 C 1.46829 0.47324 -1.03532
2 C 1.10800 1.92152 -1.33579
3 S -0.61659 2.23500 -1.81676
4 N 0.49815 -0.13067 -0.16292
5 C 0.27847 -1.53898 0.06489
6 O -0.61263 -1.86784 1.05526
7 H 1.57230 -0.13003 -1.94423
8 H 2.44156 0.38167 -0.53236
9 H 1.76968 2.25928 -2.13392
10 H 1.32455 2.55665 -0.48033
11 H -1.08578 2.37015 -0.57204
12 H -0.12049 0.46718 0.35379
13 H -0.08161 -1.96687 -0.88348
14 H 1.24495 -2.06321 0.20066
15 H -0.40734 -1.64989 1.96992
16 H -1.99764 -2.47618 4.25193
17 H -0.74852 -3.33996 3.98252
18 O -1.14451 -2.48210 3.81548

Its spin multiplicity is 1.

---

Q: Which of them is the most stable? A: B.

---

A:
Density functional theory data (wB97M-V/def2-TZVPD) for one molecule with the formula C3H3NO3S.

Positions of all 11 atoms, in Å:
1 C 1.45279 0.67497 -0.06025
2 C 0.13623 0.87770 0.67096
3 C -1.42084 -0.57217 0.01616
4 H 1.83962 1.64150 -0.45381
5 H 0.29277 1.46054 1.56180
6 H -2.27343 0.84172 -1.18195
7 N -1.36319 0.52161 -0.87247
8 O -0.78528 1.59631 -0.12787
9 O -2.11252 -1.53627 -0.07948
10 O -0.50633 -0.33427 0.99166
11 S 2.24421 -0.70526 -0.24090

Its spin multiplicity is 1.

---

B:
Density functional theory data (wB97M-V/def2-TZVPD) for one molecule with the formula C3H3NO3S.

Positions of all 11 atoms, in Å:
1 C 0.41198 0.70927 0.81390
2 C -0.68706 -0.65463 -0.81563
3 C 0.65543 2.07674 0.48372
4 H -0.43638 -1.01861 3.04404
5 H -1.70665 -0.11479 -0.63467
6 H 0.88244 2.68787 1.34289
7 N 0.06712 0.41811 2.02094
8 O -0.13210 -0.95316 2.15093
9 O 0.52637 -0.18803 -0.19458
10 O 0.58155 2.63360 -0.66957
11 S -0.58113 -1.82555 -1.94281

Its spin multiplicity is 1.

---

C:
Density functional theory data (wB97M-V/def2-TZVPD) for one molecule with the formula C3H3NO3S.

Positions of all 11 atoms, in Å:
1 C 0.89891 -0.11538 -0.01941
2 C -1.29476 -0.38275 0.02234
3 C -0.25849 0.61885 0.14430
4 H 2.26992 1.14988 0.21851
5 H 1.30184 -2.02324 -0.34464
6 H -1.55342 1.87313 0.12520
7 N 0.68411 -1.42643 0.21032
8 O 2.22358 0.18267 -0.14797
9 O -0.78334 -1.63367 -0.11461
10 O -0.58820 1.92526 -0.05704
11 S -2.90014 -0.16832 -0.03698

Its spin multiplicity is 1.

---

Q: Which of them is the most stable? A: A.

---

A:
Density functional theory data (wB97M-V/def2-TZVPD) for a 2-piece molecular cluster, C3HO3 overall.

Positions of all 7 atoms, in Å:
1 C 0.62504 1.10990 -0.46933
2 C -0.86583 -1.58761 1.22053
3 C 0.20437 2.10766 -1.18851
4 O -0.73056 -2.24790 0.25893
5 O -0.81145 -0.88851 2.16001
6 O 1.21757 0.23940 0.12267
7 H 0.36087 1.26706 -2.10430

Its spin multiplicity is 1. The net charge is -1.

---

B:
Density functional theory data (wB97M-V/def2-TZVPD) for an isolated ion of composition C3HO3 and charge -1.

Positions of all 7 atoms, in Å:
1 C -1.21305 0.57064 -0.46684
2 C -0.44165 -0.32176 -0.05224
3 C 0.99777 -0.14400 0.44666
4 O 1.27072 0.63186 1.34504
5 O -1.93921 1.52242 -0.76932
6 O 1.71314 -0.96710 -0.15251
7 H -0.38771 -1.29207 -0.35079

Its spin multiplicity is 1. The net charge is -1.

---

Q: Which of them is the most stable? A: B.